# 1
2 unconnected molecules or ions with the total composition C6H12O4. Source: the OMol25 dataset; level of theory: ωB97M-V/def2-TZVPD.

Results
- F_max: 0.8 eV Å⁻¹
- Orbital gap: 10.558 eV
- Relative energy (zero: lowest compared OMol25 entry of this formula, charge and spin): 57.8 kcal/mol
- HOMO level: -9.6073 eV
- Structure (SMILES): C1COCO1.C1COCO1
- Net charge: 0

Last column: Löwdin charge in e.
Cartesian coordinates (Å):
O 0.788 0.905 1.607  -0.107
O 2.294 -0.387 0.445  -0.105
C 1.299 -0.408 1.453  -0.216
C 1.262 1.653 0.488  -0.171
C 2.590 0.988 0.204  -0.167
H 0.512 -1.126 1.152  0.122
H 1.703 -0.742 2.428  0.134
H 1.322 2.720 0.777  0.134
H 0.568 1.575 -0.371  0.114
H 3.388 1.353 0.879  0.127
H 2.956 1.092 -0.836  0.133
O -1.279 0.216 -1.528  -0.107
O -1.296 -1.889 -0.603  -0.105
C -0.655 -1.056 -1.554  -0.216
C -2.092 0.240 -0.357  -0.171
C -2.493 -1.212 -0.221  -0.167
H 0.420 -0.997 -1.297  0.122
H -0.734 -1.463 -2.580  0.134
H -2.929 0.945 -0.523  0.134
H -1.522 0.596 0.523  0.115
H -3.335 -1.473 -0.890  0.127
H -2.766 -1.531 0.804  0.133


# 2
A molecular structure, C6H12O4 at a distorted geometry. Source: the OMol25 dataset; level of theory: ωB97M-V/def2-TZVPD.

Results
- F_max: 4.1 eV Å⁻¹
- Orbital gap: 9.391 eV
- Relative energy (zero: lowest compared OMol25 entry of this formula, charge and spin): 128.7 kcal/mol
- HOMO level: -8.8996 eV
- Net charge: 0

Last column: Löwdin charge in e.
Cartesian coordinates (Å):
C -0.598 -0.464 -1.014  -0.152
C -2.300 0.623 0.832  -0.023
C 0.355 -1.464 -1.657  -0.125
C -1.103 -0.275 0.810  -0.399
O -0.886 -1.228 1.498  0.077
H -1.593 -0.902 -1.137  0.088
H -0.671 0.489 -1.536  0.087
H -2.340 1.085 1.821  0.098
H -2.222 1.411 0.089  0.081
H -3.192 0.016 0.678  0.100
H 1.284 -0.988 -1.976  0.064
H -0.085 -1.865 -2.576  0.075
H 0.559 -2.310 -0.996  0.079
C 2.130 -0.442 0.696  0.025
C 1.257 0.645 0.149  -0.423
O 0.393 1.150 1.332  -0.122
O -0.019 2.503 1.021  -0.004
O 1.517 1.461 -0.709  0.097
H 0.461 2.629 0.167  0.084
H 2.790 -0.796 -0.094  0.098
H 2.722 -0.015 1.507  0.110
H 1.541 -1.265 1.093  0.086